No. 1
# C3H2O2S3

An isolated molecule of C3H2O2S3 in a non-equilibrium geometry (the ωB97M-V functional and the def2-TZVPD basis, OMol25).

Element x y z (Å)
O1 1.63379 -0.61104 1.45937
C1 1.25471 -0.40027 0.14354
S1 1.63630 -1.33274 -1.07400
C2 0.28152 0.74294 -0.06617
S2 0.78544 2.26989 0.12385
C3 -1.28128 0.14387 -0.28009
O2 -1.90514 0.66404 -1.26903
S3 -1.98072 -1.00230 0.67337
H1 2.48464 -1.05225 1.28515
H2 -2.90926 0.57787 -0.99599

Calculated values
Kohn-Sham gap = 7.7 eV
Total charge = 0
Structure (SMILES) = OC(=S)C(=S)C(O)=S
HOMO level = -0.338 Eh
Electronic energy = -1460.48013 Ha
Energy above the lowest of the compared OMol25 structures with the same formula, charge and spin = 37.8 kcal per mole

=====

No. 2
# C30H30Cl2IrN2O2P

C30H30Cl2IrN2O2P as an isolated structure in a non-equilibrium geometry (the ωB97M-V functional and the def2-TZVPD basis, OMol25).

Element x y z (Å)
Ir1 1.15419 -1.92164 -0.62275
Cl1 1.15244 -4.47200 0.19029
C1 2.71874 -4.73920 -0.62496
Cl2 3.20749 -3.22437 -1.46283
H1 2.61585 -5.52381 -1.36319
H2 3.45982 -4.96751 0.12944
O1 1.46089 -0.39842 -2.55927
C2 1.78139 -0.24072 -1.40352
C3 2.34454 0.89678 -0.62259
C4 2.91387 2.00557 -1.21088
C5 3.57335 2.92342 -0.39344
C6 3.66484 2.68965 0.97078
C7 3.07981 1.56179 1.55301
C8 2.39620 0.67594 0.74364
P1 1.53351 -0.81390 1.33504
C9 2.32252 -1.43259 2.80840
C10 3.52666 -2.13257 2.66998
C11 4.21986 -2.54674 3.79289
C12 3.71403 -2.26107 5.05664
C13 2.52026 -1.56768 5.19790
C14 1.81403 -1.15132 4.07665
C15 -0.11123 -0.27660 1.84822
C16 -0.56236 1.01943 1.61925
C17 -1.86883 1.36895 1.94395
C18 -2.71394 0.42823 2.50796
C19 -2.25940 -0.86335 2.75589
C20 -0.96332 -1.22227 2.41965
H3 2.86735 2.13935 -2.28488
H4 4.02924 3.80417 -0.82496
H5 4.20159 3.39150 1.59637
H6 3.15029 1.39117 2.62080
H7 3.92524 -2.34604 1.68191
H8 5.14979 -3.08967 3.68856
H9 4.25592 -2.58207 5.93660
H10 2.13347 -1.34862 6.18418
H11 0.88728 -0.60772 4.19490
H12 0.09839 1.76578 1.19275
H13 -2.22663 2.36972 1.75137
H14 -3.72919 0.70395 2.76268
H15 -2.91844 -1.59153 3.21238
H16 -0.61114 -2.22993 2.61995
C21 -2.82048 4.16830 -2.72231
C22 -3.72724 3.03170 -3.16611
N1 -3.14875 1.69232 -2.93614
C23 -2.57817 0.97506 -4.08128
C24 -1.20478 1.48232 -4.49372
C25 -3.14168 1.24050 -1.68356
O2 -3.55624 1.85829 -0.71027
C26 -2.62932 -0.15580 -1.40013
C27 -3.51516 -1.15352 -1.01702
C28 -3.01829 -2.36368 -0.56553
C29 -1.65695 -2.53296 -0.47111
N2 -0.79160 -1.57341 -0.84981
C30 -1.27822 -0.39968 -1.30995
H17 -3.25866 5.12215 -3.01715
H18 -1.83311 4.09512 -3.18281
H19 -2.70804 4.16603 -1.63841
H20 -3.94365 3.10347 -4.23106
H21 -4.66862 3.07967 -2.62309
H22 -3.27501 1.08387 -4.91153
H23 -2.53255 -0.08672 -3.84320
H24 -1.26484 2.47769 -4.93425
H25 -0.76417 0.81537 -5.23521
H26 -0.52996 1.53364 -3.63502
H27 -4.58259 -0.97556 -1.06339
H28 -3.67576 -3.16671 -0.26372
H29 -1.23646 -3.45533 -0.09944
H30 -0.56805 0.35385 -1.60354

Calculated values
Kohn-Sham gap = 6.8 eV
Total charge = +2
HOMO level = -0.516 Eh
Electronic energy = -2786.73579 Ha
Energy above the lowest of the compared OMol25 structures with the same formula, charge and spin = 0.0 kcal per mole

=====

No. 3
# CH4INOS

An isolated molecule of CH4INOS in a non-equilibrium geometry (the ωB97M-V functional and the def2-TZVPD basis, OMol25).

Element x y z (Å)
C1 1.50526 0.06970 -0.39424
N1 -3.44776 0.66731 -0.21067
O1 -0.67829 0.79406 -1.79090
S1 0.10262 -0.49664 -1.34032
I1 -2.33363 2.21708 -0.67608
H1 1.26665 0.38721 0.69175
H2 2.01244 0.85471 -0.95164
H3 1.99578 -0.88188 -0.16136
H4 -3.96240 0.43790 -0.98166

Calculated values
Kohn-Sham gap (spin up / spin down) = 7.9 / 6.8 eV
Total charge = 0
HOMO level (spin up / spin down) = -0.323 / -0.303 Eh
Electronic energy = -866.20983 Ha
Energy above the lowest of the compared OMol25 structures with the same formula, charge and spin = 77.1 kcal per mole

=====

No. 4
# C9H24O9S3

A 3-piece molecular cluster, C9H24O9S3 overall in a non-equilibrium geometry (the ωB97M-V functional and the def2-TZVPD basis, OMol25).

Element x y z (Å)
C1 -1.18293 3.97431 -2.73477
C2 -0.13642 3.45552 -1.73800
O1 0.90448 4.39261 -1.48220
S1 1.17161 4.75958 0.09536
C3 1.92364 3.20673 0.60334
O2 2.14278 5.81604 0.05629
O3 -0.11413 4.89608 0.74761
H1 -0.79723 3.91590 -3.75095
H2 -1.26537 5.04444 -2.51094
H3 -2.17341 3.54708 -2.62238
H4 -0.65329 3.23852 -0.80189
H5 0.24511 2.50693 -2.12103
H6 1.24464 2.37369 0.47268
H7 2.34311 3.43854 1.58179
H8 2.79409 3.05656 -0.03753
C4 -1.13474 -3.18748 2.42298
C5 -1.57052 -2.02672 1.53718
O4 -1.02633 -0.85408 2.15715
S2 -1.18577 0.60205 1.44874
C6 -2.95933 0.84428 1.49402
O5 -0.57379 1.50764 2.36345
O6 -0.73702 0.44322 0.07727
H9 -1.64305 -3.05668 3.38263
H10 -0.08461 -3.13113 2.70241
H11 -1.47776 -4.11707 1.97514
H12 -1.24908 -2.13095 0.49746
H13 -2.66273 -2.01594 1.47912
H14 -3.13914 1.56163 0.69890
H15 -3.24872 1.10545 2.50677
H16 -3.42310 -0.11827 1.28417
C7 0.21727 -4.92113 -1.30001
C8 1.37993 -3.93899 -1.44438
O7 0.83592 -2.64889 -1.26172
S3 1.84405 -1.31897 -1.16300
C9 1.80422 -1.13172 0.67536
O8 3.17952 -1.70054 -1.54243
O9 1.16572 -0.25801 -1.83884
H17 -0.18058 -4.79102 -0.29244
H18 0.57993 -5.94709 -1.36509
H19 -0.56202 -4.75179 -2.03866
H20 2.12280 -4.16127 -0.66591
H21 1.91846 -4.03554 -2.39136
H22 2.60833 -1.75933 1.05004
H23 0.88172 -1.61856 0.94954
H24 1.87375 -0.06563 0.84414

Calculated values
Kohn-Sham gap = 11.1 eV
Total charge = 0
Structure (SMILES) = CCOS(C)(=O)=O.CCOS(C)(=O)=O.CCOS(C)(=O)=O
HOMO level = -0.400 Eh
Electronic energy = -2228.96830 Ha
Energy above the lowest of the compared OMol25 structures with the same formula, charge and spin = 16.0 kcal per mole

=====

Copy entry 3 word for word.
# CH4INOS

An isolated molecule of CH4INOS in a non-equilibrium geometry (the ωB97M-V functional and the def2-TZVPD basis, OMol25).

Element x y z (Å)
C1 1.50526 0.06970 -0.39424
N1 -3.44776 0.66731 -0.21067
O1 -0.67829 0.79406 -1.79090
S1 0.10262 -0.49664 -1.34032
I1 -2.33363 2.21708 -0.67608
H1 1.26665 0.38721 0.69175
H2 2.01244 0.85471 -0.95164
H3 1.99578 -0.88188 -0.16136
H4 -3.96240 0.43790 -0.98166

Calculated values
Kohn-Sham gap (spin up / spin down) = 7.9 / 6.8 eV
Total charge = 0
HOMO level (spin up / spin down) = -0.323 / -0.303 Eh
Electronic energy = -866.20983 Ha
Energy above the lowest of the compared OMol25 structures with the same formula, charge and spin = 77.1 kcal per mole

=====

> Which of these has the lowest electronic energy?

C30H30Cl2IrN2O2P

=====

> What is the total charge in the second record?

+2

=====

> Which value of energy above the lowest of the compared OMol25 structures with the same formula, charge and spin does entry 4 give?

16.0 kcal per mole